[1]
# C2H13NO3S

4 unconnected molecules or ions with the total composition C2H13NO3S (ωB97M-V/def2-TZVPD, OMol25).

Last column: Mulliken charge in e.
CARTESIAN COORDINATES (ANGSTROEM)
N (-1.226, -1.594, -0.403)  -0.64
C (-0.252, -0.623, 0.095)  -0.31
C (1.163, -1.043, -0.274)  -0.51
S (2.295, -0.211, 1.102)  -0.25
H (-2.159, -1.579, 0.105)  0.25
H (-1.440, -1.295, -1.342)  0.28
H (-0.226, -0.616, 1.209)  0.37
H (-0.548, 0.338, -0.266)  0.02
H (1.434, -2.172, -0.291)  0.35
H (1.466, -0.583, -1.248)  0.28
H (3.256, -1.130, 0.999)  0.13
O (-2.693, 1.275, -1.849)  -0.63
H (-2.891, 0.605, -1.181)  0.30
H (-1.764, 1.565, -1.657)  0.34
O (2.480, 2.166, 5.624)  -0.63
H (2.430, 2.656, 4.806)  0.31
H (2.417, 1.263, 5.235)  0.32
O (-3.474, -0.282, -4.989)  -0.63
H (-2.801, 0.277, -4.503)  0.32
H (-3.280, -0.067, -5.886)  0.31

The HOMO energy comes out at -9.445 eV. Its relative energy (zero: lowest compared OMol25 entry of this formula, charge and spin) is 118.6 kJ/mol. As for the net charge: 0. As for the orbital gap: 9.7 eV. Its SMILES is NCCS.O.O.O.


[2]
# C60H49F5IrN8P4S2Se2

A molecular structure, C60H49F5IrN8P4S2Se2 (ωB97M-V/def2-TZVPD, OMol25).

Last column: Mulliken charge in e.
CARTESIAN COORDINATES (ANGSTROEM)
Ir (1.384, 0.665, 0.393)  1.37
Se (-3.114, -4.458, -0.705)  -0.27
P (-3.300, -2.585, -1.628)  1.07
C (-3.062, -2.635, -3.418)  -0.09
C (-3.535, -3.735, -4.128)  -0.14
C (-3.418, -3.760, -5.510)  -0.90
C (-2.836, -2.691, -6.182)  -0.71
C (-2.363, -1.596, -5.473)  -0.63
C (-2.476, -1.568, -4.091)  0.30
C (-4.900, -1.784, -1.376)  0.74
C (-5.181, -0.564, -1.997)  -0.33
C (-6.435, 0.003, -1.864)  -0.75
C (-7.415, -0.647, -1.121)  -0.63
C (-7.138, -1.857, -0.507)  -0.71
C (-5.878, -2.430, -0.633)  -0.70
C (-2.059, -1.389, -1.034)  -0.38
C (-0.688, -1.445, -0.838)  0.33
N (-0.328, -0.209, -0.367)  0.86
N (-1.421, 0.531, -0.271)  -0.57
N (-2.459, -0.153, -0.661)  -0.39
P (0.602, -2.622, -1.128)  0.94
Se (2.319, -1.605, -0.191)  -0.35
C (0.369, -4.206, -0.345)  0.68
C (0.732, -5.386, -0.992)  -0.46
C (0.600, -6.595, -0.328)  -0.81
C (0.130, -6.623, 0.976)  -0.80
C (-0.190, -5.440, 1.631)  -0.29
C (-0.065, -4.231, 0.977)  -0.31
C (0.786, -2.887, -2.889)  0.96
C (1.788, -2.255, -3.621)  -0.85
C (1.889, -2.474, -4.985)  -0.72
C (0.991, -3.323, -5.617)  -0.98
C (-0.009, -3.955, -4.891)  -1.11
C (-0.120, -3.740, -3.528)  -0.47
H (-3.988, -4.564, -3.597)  0.47
H (-3.784, -4.615, -6.064)  0.44
H (-2.753, -2.713, -7.261)  0.44
H (-1.910, -0.763, -5.994)  0.52
H (-2.101, -0.716, -3.541)  0.10
H (-4.425, -0.061, -2.586)  0.29
H (-6.656, 0.946, -2.347)  0.51
H (-8.400, -0.209, -1.029)  0.43
H (-7.903, -2.365, 0.064)  0.44
H (-5.654, -3.379, -0.163)  0.39
H (1.112, -5.370, -2.002)  0.50
H (0.864, -7.515, -0.831)  0.47
H (0.019, -7.569, 1.488)  0.44
H (-0.545, -5.470, 2.652)  0.39
H (-0.316, -3.307, 1.480)  -0.08
H (2.501, -1.615, -3.117)  0.11
H (2.672, -1.991, -5.555)  0.48
H (1.076, -3.498, -6.682)  0.44
H (-0.710, -4.615, -5.384)  0.61
H (-0.902, -4.235, -2.962)  0.85
C (1.744, 1.902, 4.616)  -1.28
N (1.716, 1.471, 3.207)  0.89
P (0.728, 0.220, 2.616)  1.29
C (-0.921, 0.477, 3.344)  1.53
C (-0.996, 0.334, 4.740)  -0.92
C (-2.185, 0.573, 5.405)  -0.92
C (-3.326, 0.920, 4.692)  -0.77
C (-3.269, 1.037, 3.314)  -0.96
C (-2.070, 0.830, 2.643)  -0.44
C (1.260, -1.271, 3.470)  1.53
C (2.590, -1.443, 3.856)  -1.20
C (2.979, -2.599, 4.513)  -0.96
C (2.045, -3.590, 4.782)  -0.87
C (0.723, -3.428, 4.393)  -0.58
C (0.330, -2.280, 3.723)  -1.43
P (1.799, 2.569, 1.919)  1.36
C (0.719, 3.931, 2.385)  1.44
C (-0.661, 3.763, 2.321)  -0.67
C (-1.507, 4.732, 2.829)  -1.26
C (-0.975, 5.897, 3.369)  -0.83
C (0.397, 6.091, 3.393)  -0.83
C (1.251, 5.112, 2.904)  -1.25
C (3.438, 3.313, 1.860)  0.52
C (4.472, 2.995, 2.739)  -0.58
C (5.724, 3.567, 2.567)  -0.95
C (5.959, 4.434, 1.507)  -0.56
C (4.933, 4.755, 0.629)  -0.90
C (3.673, 4.200, 0.804)  -0.69
H (1.970, 1.047, 5.253)  0.35
H (0.794, 2.342, 4.921)  0.26
H (2.527, 2.645, 4.747)  0.55
H (-0.135, 0.010, 5.308)  0.51
H (-2.223, 0.476, 6.482)  0.48
H (-4.258, 1.089, 5.215)  0.45
H (-4.156, 1.289, 2.748)  0.61
H (-2.037, 0.946, 1.574)  0.45
H (3.317, -0.667, 3.662)  0.24
H (4.006, -2.722, 4.829)  0.51
H (2.349, -4.489, 5.302)  0.45
H (-0.005, -4.194, 4.619)  0.66
H (-0.705, -2.158, 3.426)  0.55
H (-1.074, 2.881, 1.859)  0.84
H (-2.578, 4.580, 2.800)  0.55
H (-1.634, 6.662, 3.760)  0.42
H (0.810, 7.006, 3.798)  0.47
H (2.320, 5.271, 2.942)  0.43
H (4.303, 2.307, 3.556)  0.28
H (6.518, 3.339, 3.266)  0.48
H (6.943, 4.865, 1.371)  0.42
H (5.111, 5.446, -0.185)  0.50
H (2.868, 4.459, 0.124)  0.42
C (5.218, 2.149, -3.355)  -1.35
C (5.349, 1.660, -1.964)  1.04
N (6.436, 1.577, -1.268)  -0.88
N (6.038, 1.089, -0.053)  0.55
C (4.732, 0.864, 0.021)  -0.25
S (3.812, 0.283, 1.321)  -0.11
N (4.277, 1.221, -1.198)  0.24
N (2.930, 1.160, -1.526)  -0.05
H (6.210, 2.353, -3.750)  0.39
H (4.634, 3.071, -3.388)  0.29
H (4.728, 1.407, -3.986)  0.30
H (6.723, 0.896, 0.660)  0.20
H (2.606, 2.054, -1.896)  0.44
H (2.760, 0.420, -2.204)  0.16
F (-4.327, 3.729, -3.610)  -0.32
C (-3.185, 3.541, -2.973)  0.65
C (-2.780, 4.432, -1.996)  0.29
F (-3.537, 5.481, -1.704)  -0.29
C (-1.589, 4.217, -1.331)  0.05
F (-1.234, 5.082, -0.387)  -0.35
C (-0.768, 3.127, -1.621)  0.18
S (0.742, 2.954, -0.765)  0.00
C (-1.194, 2.264, -2.626)  -0.30
F (-0.421, 1.239, -3.012)  -0.51
C (-2.388, 2.454, -3.289)  0.25
F (-2.773, 1.612, -4.245)  -0.35

As for the expectation value of S²: 0.77. As for the spin multiplicity: 2. The HOMO energy (spin up / spin down) comes out at -11.818 / -11.820 eV. As for the net charge: +2. As for the orbital gap (spin up / spin down): 5.8 / 5.3 eV.


no.,strongest force on any atom (hartree/bohr)
1,0.04658
2,0.04698